No. 1
{"formula": "C28H49Cl4N3O18", "method": "ωB97M-V/def2-TZVPD", "elements": ["C", "C", "O", "C", "O", "O", "H", "H", "H", "H", "C", "C", "O", "C", "O", "O", "H", "H", "H", "H", "C", "C", "O", "C", "O", "O", "H", "H", "H", "H", "C", "C", "O", "C", "O", "O", "H", "H", "H", "H", "C", "C", "O", "C", "O", "O", "H", "H", "H", "H", "C", "C", "O", "N", "C", "H", "H", "H", "H", "H", "H", "H", "C", "C", "O", "N", "C", "H", "H", "H", "H", "H", "H", "H", "C", "C", "O", "N", "C", "H", "H", "H", "H", "H", "H", "H", "Cl", "C", "C", "Cl", "H", "H", "H", "H", "Cl", "C", "C", "Cl", "H", "H", "H", "H"], "xyz": [[3.71982, 1.79883, -0.59594], [5.09917, 2.35820, -0.74539], [4.98498, 3.71479, -0.25373], [3.66127, 4.04171, -0.15076], [3.13893, 5.08127, 0.29550], [2.94829, 2.96021, -0.50734], [3.56009, 1.08760, 0.21444], [3.59272, 1.28062, -1.54642], [5.45313, 2.36358, -1.77631], [5.84668, 1.82873, -0.15463], [1.91038, -1.69315, 7.12652], [1.02434, -0.72368, 6.25782], [0.38512, -1.58771, 5.41595], [1.10123, -2.70499, 5.26769], [0.96670, -3.56320, 4.37460], [1.94734, -2.83619, 6.25845], [1.40776, -1.85981, 8.07926], [2.93065, -1.34658, 7.29089], [1.50056, 0.04644, 5.65100], [0.27379, -0.30879, 6.93061], [-2.70214, 1.33692, -7.15591], [-4.14781, 0.84096, -6.75277], [-3.89710, 0.14792, -5.61112], [-2.77008, 0.59742, -5.04387], [-2.31942, 0.19397, -3.93827], [-2.15257, 1.45059, -5.89114], [-2.74948, 2.34886, -7.55820], [-2.12136, 0.66940, -7.79247], [-4.73168, 0.33299, -7.52033], [-4.80071, 1.64365, -6.40998], [-1.21198, 4.38448, -2.37762], [-1.77353, 2.97206, -2.46353], [-2.07265, 2.64350, -1.16297], [-1.28345, 3.26200, -0.38721], [-1.13073, 3.02423, 0.79670], [-0.75324, 4.34769, -1.05287], [-1.96776, 5.16465, -2.46841], [-0.40859, 4.46013, -3.11039], [-0.99566, 2.36179, -2.92241], [-2.66034, 2.95288, -3.09701], [3.01107, -2.37172, 1.60966], [1.91384, -3.23529, 1.02534], [2.28823, -4.52611, 1.25382], [3.54804, -4.56717, 1.60333], [4.10955, -5.57391, 2.00131], [4.02838, -3.30798, 1.77296], [2.67608, -2.01899, 2.58509], [3.29854, -1.48720, 1.04124], [1.79442, -2.97470, -0.02629], [0.97426, -3.00632, 1.52820], [-0.39653, -0.41751, -1.44800], [0.30222, -0.21278, -0.10982], [1.48684, -0.09400, -0.13551], [-0.45054, -0.30611, 0.95485], [0.12122, -0.16396, 2.30549], [-1.48167, -0.43304, -1.34645], [0.02767, -1.31563, -1.89696], [-0.15919, 0.42023, -2.10371], [-1.44617, -0.42191, 0.83073], [-0.39240, -0.91246, 2.90884], [-0.17830, 0.82559, 2.65069], [1.21088, -0.17890, 2.32781], [-1.51183, -3.87955, 1.37777], [-2.95586, -4.09498, 1.08933], [-3.43370, -5.25021, 1.10921], [-3.63727, -3.01128, 0.80410], [-5.10231, -3.08959, 0.60785], [-0.90182, -3.54666, 0.53801], [-1.01177, -4.79838, 1.68406], [-1.32980, -3.13598, 2.15369], [-3.19483, -2.10868, 0.90241], [-5.59345, -3.86551, 1.19508], [-5.44056, -3.18961, -0.42350], [-5.53483, -2.16365, 0.98688], [-4.39819, 1.96004, 1.29846], [-4.20689, 0.61771, 0.58550], [-3.35455, -0.21359, 0.98608], [-4.95936, 0.50440, -0.54389], [-4.85171, -0.47021, -1.51846], [-5.05433, 1.61432, 2.09726], [-4.90619, 2.77339, 0.78030], [-3.44082, 2.27959, 1.71006], [-5.78016, 1.09246, -0.51964], [-4.08773, -1.21134, -1.28360], [-4.73312, -0.03005, -2.50856], [-5.83539, -0.93514, -1.58426], [1.78080, 1.67334, -4.51925], [2.82182, 0.24932, -4.03153], [2.66708, -0.91684, -4.99666], [1.15461, -1.74205, -4.62653], [2.41122, -0.03200, -3.06180], [3.86560, 0.55214, -3.94825], [3.49437, -1.62569, -5.03139], [2.50928, -0.57454, -6.01942], [3.62361, 0.68218, 3.18366], [4.18413, 2.30028, 3.70426], [5.68287, 2.34360, 4.00076], [6.57826, 2.05567, 2.50284], [3.59234, 2.51062, 4.59513], [3.93117, 2.92626, 2.84853], [5.99184, 1.58569, 4.72062], [5.87833, 3.37042, 4.30984]], "atomic_forces_ev_per_a": [[0.9, -0.8, -1.2], [1.2, 0.5, 0.7], [-0.3, 0.7, 0.1], [-1.3, 1.5, 1.6], [2.4, -3.2, -1.8], [-1.6, 0.6, 0.1], [-0.2, 0.4, 0.1], [-1.1, -0.1, 0.2], [-0.1, 0.3, -0.1], [0.0, 0.2, 0.1], [-0.1, 1.2, -1.3], [0.5, 0.7, 2.2], [-1.2, -1.1, -2.0], [-1.1, -3.4, -3.2], [0.2, 3.1, 2.6], [1.3, -0.2, 1.5], [0.1, -0.6, -0.1], [-0.1, -0.1, 0.0], [0.4, 0.0, 0.4], [0.1, 0.5, -0.2], [-2.5, 0.5, -0.6], [0.2, 2.0, -2.2], [0.6, -2.2, 2.2], [1.6, -1.6, 3.2], [-1.7, 1.8, -4.0], [1.3, -0.5, 2.1], [0.0, -0.1, -0.4], [-0.1, -0.1, 0.1], [0.5, -0.7, 0.2], [0.1, 0.8, -0.5], [-0.6, -0.9, -0.2], [-0.2, 1.1, -3.3], [-2.0, -2.8, -0.6], [1.6, 2.5, 3.2], [0.2, 0.4, -1.6], [1.2, -0.1, 1.9], [0.1, 0.1, -0.2], [0.1, 0.5, 0.3], [-0.2, -0.6, 0.4], [-0.1, -0.4, 0.1], [-1.0, 0.5, 0.6], [-1.7, 3.1, -0.8], [-0.5, -1.7, -0.8], [1.6, -1.6, 3.2], [-0.4, 1.7, -1.5], [1.8, -0.8, -0.3], [0.2, 0.0, 0.3], [0.1, -0.4, -0.3], [-0.1, -0.5, -0.3], [0.0, -0.3, -0.1], [-0.3, 0.6, 0.5], [-2.5, -0.9, -2.7], [3.9, 0.6, 0.7], [0.3, -0.2, 1.7], [-1.5, 0.5, -0.6], [0.0, -0.3, -0.2], [-0.3, 0.0, 0.0], [0.1, 0.0, 0.0], [-0.1, 0.3, 0.3], [0.6, 0.0, 0.4], [0.0, 0.1, 0.3], [-0.3, -0.5, -0.3], [1.5, -0.1, 0.3], [0.4, -3.1, 0.1], [0.3, 1.5, -0.1], [-2.2, 0.4, -0.4], [0.1, 0.8, 0.5], [-0.5, 0.2, -0.4], [-0.4, -0.1, 0.2], [-0.2, 0.1, 0.2], [-0.4, 0.2, -0.1], [0.6, -0.3, 0.0], [0.4, -0.1, -0.1], [0.1, 0.2, -0.1], [-0.2, -1.4, 0.7], [1.2, 0.5, -1.1], [-1.3, 1.1, -0.7], [0.7, 1.6, 3.2], [-1.0, -1.6, -1.7], [0.0, 0.6, 0.6], [0.2, -0.3, -0.4], [-0.1, 0.0, -0.1], [0.3, 0.2, -0.5], [0.0, 0.2, -0.1], [0.6, 0.0, 0.0], [0.0, -0.7, -0.1], [0.7, -0.6, 0.1], [-0.4, 0.0, -0.1], [-0.4, 0.6, -0.7], [-0.4, -0.6, 0.1], [0.3, 0.0, 0.1], [-0.2, 0.3, -0.1], [0.0, 0.1, 0.5], [0.3, 0.2, 0.1], [0.2, -0.3, 0.1], [0.1, -0.5, -0.1], [-1.0, 0.1, -0.4], [0.4, 0.0, -0.2], [0.1, 0.4, -0.1], [0.0, 0.4, 0.4], [-0.1, 0.3, 0.1], [0.3, -0.2, 0.2]], "gap_ev": [1.2, 8.7], "homo_ev": [0.2733, -7.1516], "total_charge": -1, "spin_multiplicity": 2}


No. 2
{"formula": "C42H35As3F18Hg2N7O14", "method": "ωB97M-V/def2-TZVPD", "elements": ["Hg", "Hg", "As", "F", "F", "F", "F", "F", "F", "As", "F", "F", "F", "F", "F", "F", "As", "F", "F", "F", "F", "F", "F", "C", "C", "C", "C", "C", "C", "N", "O", "O", "H", "H", "H", "H", "H", "C", "C", "C", "C", "C", "C", "N", "O", "O", "H", "H", "H", "H", "H", "C", "C", "C", "C", "C", "C", "N", "O", "O", "H", "H", "H", "H", "H", "C", "C", "C", "C", "C", "C", "N", "O", "O", "H", "H", "H", "H", "H", "C", "C", "C", "C", "C", "C", "N", "O", "O", "H", "H", "H", "H", "H", "C", "C", "C", "C", "C", "C", "N", "O", "O", "H", "H", "H", "H", "H", "C", "C", "C", "C", "C", "C", "N", "O", "O", "H", "H", "H", "H", "H"], "xyz": [[-1.92011, -6.37210, -2.52481], [-7.29881, -3.15876, 4.39310], [-4.56415, -8.76687, 3.17427], [-5.23654, -9.65465, 4.57852], [-2.92569, -8.47233, 3.93487], [-3.88079, -7.83676, 1.75544], [-6.27710, -8.78519, 2.44038], [-4.90284, -7.07949, 3.86583], [-4.20298, -10.27331, 2.37765], [-1.40326, -1.29517, 1.39487], [-1.82948, -2.50022, 0.08653], [-0.38696, -2.59259, 2.13068], [-1.10712, -0.14213, 2.64880], [-2.39329, -0.10423, 0.51108], [-2.93797, -1.79937, 2.28128], [0.02734, -0.81648, 0.43444], [-7.98840, -4.05375, -2.28348], [-7.43738, -3.87346, -0.56209], [-9.50211, -3.16739, -2.00409], [-8.51978, -4.40298, -4.04799], [-6.46619, -5.01067, -2.57375], [-8.81333, -5.45514, -1.79055], [-7.07949, -2.58957, -2.79405], [3.53564, -5.23264, 6.64557], [3.54386, -6.06299, 7.74594], [3.69887, -5.55525, 9.01515], [4.12073, -4.23794, 9.12461], [4.26415, -3.36586, 7.93283], [3.92764, -3.88249, 6.65855], [4.48480, -3.65385, 10.48126], [4.97609, -2.53724, 10.65622], [4.04371, -4.25435, 11.47009], [3.15905, -5.65618, 5.72623], [3.38489, -7.12997, 7.69422], [3.68091, -6.24169, 9.84874], [4.67775, -2.36864, 7.96274], [3.86503, -3.42600, 5.68177], [-1.15253, 4.24644, 10.10767], [-2.31869, 4.98227, 10.06538], [-3.33322, 4.64751, 9.10322], [-3.23322, 3.52422, 8.35590], [-2.07956, 2.74278, 8.53844], [-1.05479, 3.13151, 9.32791], [-4.32098, 3.19240, 7.37351], [-4.79957, 4.15648, 6.81892], [-4.59807, 2.06021, 7.08195], [-0.46802, 4.68692, 10.81748], [-2.51482, 5.89445, 10.60932], [-4.15495, 5.34229, 9.01140], [-1.98937, 1.80606, 8.00851], [-0.13418, 2.57006, 9.38822], [-7.86047, 5.61032, -2.07576], [-8.92172, 6.09387, -1.23362], [-9.50488, 5.33796, -0.22425], [-9.00726, 4.04163, 0.04772], [-7.87535, 3.59723, -0.65694], [-7.36569, 4.35296, -1.71502], [-9.61313, 3.16169, 1.06251], [-10.75235, 3.44793, 1.37056], [-8.99158, 2.21332, 1.50216], [-7.24188, 6.07613, -2.82859], [-9.27162, 7.10692, -1.36659], [-10.09787, 5.82751, 0.53410], [-7.44952, 2.61567, -0.50995], [-6.60459, 4.00042, -2.39534], [6.97629, 1.09802, -5.37536], [8.29526, 1.02989, -5.69480], [9.20327, 0.57956, -4.73405], [8.74373, 0.21906, -3.41971], [7.38627, 0.40800, -3.05985], [6.47996, 0.75474, -4.11045], [9.74093, -0.30734, -2.51282], [10.85519, -0.49317, -2.96369], [9.44654, -0.45718, -1.34828], [6.19831, 1.17831, -6.12013], [8.65257, 1.22166, -6.69578], [10.24618, 0.53021, -5.01027], [7.18083, 0.06560, -2.05638], [5.44629, 0.63555, -3.82110], [-4.81490, 0.62743, -10.74857], [-4.97747, -0.64023, -10.24814], [-4.41078, -0.87055, -8.98831], [-3.54323, 0.05285, -8.37767], [-3.43897, 1.31527, -8.99085], [-4.10088, 1.58991, -10.17836], [-2.72628, -0.35620, -7.19517], [-2.87342, -1.52653, -6.72117], [-1.81022, 0.35780, -6.82400], [-5.48748, 0.91155, -11.54437], [-5.72318, -1.29304, -10.67730], [-4.39363, -1.87908, -8.60235], [-2.93586, 2.10015, -8.44565], [-4.10139, 2.54561, -10.68138], [3.60599, 6.45380, 0.17789], [2.59556, 7.46909, 0.46991], [3.03897, 8.75544, 0.76672], [4.38793, 9.08596, 0.73010], [5.31244, 8.01980, 0.41984], [4.96156, 6.73825, 0.13476], [4.77560, 10.53735, 0.72859], [3.91281, 11.36595, 0.57891], [5.98490, 10.67128, 0.89637], [3.29870, 5.47333, -0.15476], [1.52058, 7.40676, 0.38666], [2.29229, 9.52578, 0.89097], [6.31406, 8.39017, 0.25862], [5.60867, 5.89689, -0.06463], [7.87393, -5.02197, -6.39780], [6.67880, -4.48682, -6.73481], [5.69848, -4.42283, -5.77060], [5.89470, -4.80437, -4.42230], [7.01501, -5.71402, -4.23806], [8.01659, -5.81243, -5.23726], [4.96454, -4.57772, -3.36832], [3.73315, -4.42134, -3.76591], [5.26548, -4.88111, -2.18594], [8.78228, -5.07817, -6.97930], [6.45341, -4.13178, -7.72957], [4.77326, -3.90881, -5.98544], [7.19234, -6.19752, -3.28875], [8.92723, -6.38786, -5.15966]], "atomic_forces_ev_per_a": [[-0.3, 0.3, 0.3], [0.3, -0.2, -0.3], [-0.5, 1.6, -0.3], [1.1, 1.3, -1.3], [-1.9, -1.1, -0.7], [-1.0, -1.2, 1.1], [2.6, 0.3, 1.0], [-0.3, -1.7, -0.4], [0.1, 0.9, 0.6], [-1.1, -1.4, -1.5], [0.4, 0.9, 1.2], [-1.2, 1.4, -0.3], [0.3, -0.4, -0.2], [0.8, -0.8, 0.7], [2.0, 0.3, -0.8], [-1.1, -0.2, 1.0], [0.5, 0.5, -1.2], [-0.4, 0.3, -1.6], [1.5, -0.1, -0.2], [1.0, 0.7, 2.4], [-1.2, 0.7, 0.1], [0.0, -0.6, 0.0], [-1.2, -1.5, 0.6], [-0.1, 0.6, -1.2], [-0.5, -0.4, 0.8], [1.3, 0.7, 0.7], [0.8, 1.8, -1.3], [-0.1, -1.3, -0.2], [-0.6, -1.7, 1.9], [-1.7, 1.0, 2.5], [0.2, -1.2, -2.1], [0.5, -0.6, -1.7], [0.3, 0.0, -0.3], [-0.2, 0.0, -0.5], [-0.1, 0.4, 0.3], [-0.1, 0.1, 0.7], [0.4, 0.9, 0.4], [-0.9, 1.9, 1.3], [-1.6, -0.1, -1.9], [0.1, 1.3, 1.2], [0.5, -0.7, 0.4], [-1.7, -1.3, -1.9], [1.9, 0.0, 1.1], [0.8, 0.8, -0.7], [-0.3, 0.6, 0.3], [0.4, -0.9, 0.7], [0.8, -0.8, -0.2], [0.4, -0.1, 0.3], [-0.2, -0.2, -0.2], [-0.1, -0.1, -0.2], [-0.1, -0.3, -0.2], [-1.0, -0.8, 2.5], [0.6, 0.3, -1.1], [1.1, 0.0, 0.4], [1.7, -0.1, -1.1], [-0.6, -0.3, -0.5], [-0.3, -0.1, -0.2], [-0.3, 0.0, 0.1], [-0.1, 0.1, 0.1], [0.1, 0.5, -0.4], [-0.8, 0.8, -0.1], [-0.1, 0.1, 0.0], [-0.6, -0.1, -0.3], [-0.2, -0.1, 0.4], [0.3, -0.6, 0.5], [-2.4, -0.9, 0.5], [1.2, -0.4, 0.5], [-0.6, 0.0, 1.0], [-1.1, 1.4, -2.5], [1.8, -0.9, -1.5], [1.6, -0.4, 2.0], [0.8, 0.5, 0.5], [-0.1, -0.3, -0.1], [-0.5, -0.2, 0.2], [0.2, 0.6, -0.4], [-0.1, 0.2, 0.0], [0.0, -0.3, 0.3], [-0.7, 0.3, 0.0], [-0.3, 0.4, -0.6], [-2.6, -1.0, -2.1], [-0.3, 0.5, 1.8], [1.8, -1.3, 0.1], [-1.2, 0.0, -1.3], [0.7, 0.1, 1.7], [1.3, 1.2, 0.9], [1.0, -2.8, 0.9], [-0.5, 3.0, -1.5], [-1.1, 0.3, -0.5], [0.3, -0.1, -0.6], [0.3, -0.3, 0.0], [-0.4, 0.0, 0.4], [0.4, 0.0, -0.1], [0.3, 0.3, 0.5], [-2.1, 0.8, -0.2], [2.2, -0.3, -0.2], [0.0, 0.4, -0.2], [-1.0, -1.9, -1.0], [1.1, 3.3, 0.0], [-1.7, -0.5, 0.7], [1.2, -2.1, 0.5], [0.6, 0.0, 0.1], [-1.0, 1.0, -0.2], [-0.3, -0.1, 0.2], [0.1, -0.9, 0.0], [0.1, 0.2, 0.2], [0.3, -0.3, 0.3], [0.5, 0.5, -0.2], [1.9, -2.2, 0.7], [-0.8, 0.4, -0.3], [-1.3, 1.4, 1.5], [3.3, -2.3, -1.9], [0.3, 1.4, -0.1], [-1.8, 1.4, 0.7], [-4.2, -2.3, 1.4], [3.9, 0.3, 1.4], [-0.4, 1.5, -3.1], [-0.3, 0.5, -0.8], [0.2, 0.2, 0.0], [-0.1, 0.0, -0.1], [-0.3, 0.0, 0.1], [-0.2, -0.1, 0.5]], "gap_ev": 1.0, "homo_ev": -11.5059, "total_charge": 1}


| no. | F_max (Eh/bohr) |
| --- | --- |
| 1 | 0.0930 |
| 2 | 0.0983 |